Here is C44H48N8PbSSi2 as an isolated structure from the Open Molecules 2025 dataset. Energies are from ωB97M-V with the def2-TZVPD basis set.

The geometry in ORCA input format:
```
! wB97M-V def2-TZVPD RIJCOSX def2/J DEFGRID3
* xyz 0 1
Pb -12.49718 -13.75456 -15.27550
C -13.78758 -12.31742 -19.05464
C -14.82762 -13.52845 -18.83677
C -14.63474 -14.45613 -17.60623
N -13.28411 -14.89505 -17.28070
C -12.64604 -15.79678 -18.00384
C -13.23713 -16.30268 -19.21470
C -12.61570 -16.54525 -20.39880
C -11.24204 -16.53819 -20.71122
C -10.20106 -16.60233 -19.81142
C -10.16608 -16.40933 -18.43386
C -11.24396 -15.98364 -17.52042
N -11.02404 -15.66865 -16.25113
C -9.63422 -15.70177 -15.78801
C -8.82459 -14.35317 -16.07930
C -9.28631 -13.18091 -15.21325
N -10.53676 -12.43838 -15.60157
C -10.49696 -11.22760 -16.19382
C -9.30769 -10.69944 -16.71157
C -9.12146 -9.49615 -17.42779
C -10.00194 -8.55121 -17.76354
C -11.29167 -8.32413 -17.34109
C -12.08087 -9.22957 -16.64592
C -11.86343 -10.64343 -16.43726
N -12.88632 -11.47121 -16.41332
C -14.19322 -11.09689 -16.94488
C -14.30032 -11.00187 -18.43470
H -13.59746 -12.16936 -20.12477
H -12.84625 -12.62634 -18.60756
H -14.79110 -14.13172 -19.73384
H -15.85652 -13.04174 -18.94940
H -15.32731 -15.33619 -17.79042
H -15.02514 -13.98773 -16.76562
H -14.31142 -16.42671 -19.17097
H -13.22765 -16.95738 -21.22706
H -11.05628 -16.85659 -21.71604
H -9.25155 -16.96500 -20.32162
H -9.14103 -16.29848 -17.99589
H -9.02085 -16.53746 -16.20781
H -9.61037 -15.77676 -14.68710
H -9.07624 -14.12501 -17.10810
H -7.76680 -14.55941 -16.07603
H -8.50451 -12.43963 -15.17879
H -9.45800 -13.52773 -14.18927
H -8.37863 -11.24926 -16.60983
H -8.15303 -9.27975 -17.87901
H -9.59163 -7.72974 -18.32638
H -11.78079 -7.39069 -17.56126
H -13.05656 -8.91231 -16.22235
H -14.52231 -10.13100 -16.53446
H -14.91450 -11.78944 -16.53180
H -13.73399 -10.10946 -18.79588
H -15.36091 -10.87759 -18.71249
S -17.32285 -15.94505 -9.02874
N -16.18144 -16.79794 -9.81952
C -15.49403 -15.98192 -10.60848
C -14.40143 -16.38854 -11.47800
C -14.02842 -17.68285 -11.71268
C -13.02826 -17.96005 -12.70433
C -12.44945 -16.87239 -13.26933
N -12.69054 -15.59187 -13.00724
C -13.67160 -15.31778 -12.14444
C -14.00990 -13.91165 -11.82584
N -13.17441 -12.90172 -12.21207
C -13.61124 -11.64894 -12.15289
C -14.83905 -11.25149 -11.52955
C -15.60019 -12.25482 -10.97329
C -15.19246 -13.56108 -11.04863
C -15.92027 -14.61979 -10.46883
N -16.97563 -14.46455 -9.64698
H -14.57268 -18.46266 -11.18360
H -12.75685 -18.95400 -13.07594
H -11.81653 -17.05961 -14.12905
H -12.94850 -10.86969 -12.63311
H -15.18062 -10.24312 -11.42177
H -16.48237 -12.06221 -10.37713
C -9.79859 -12.21190 -9.59998
Si -8.20817 -13.19045 -9.51208
C -8.23087 -15.17609 -9.56941
C -7.00731 -12.84182 -8.02234
C -7.00913 -12.86126 -6.61138
C -5.93373 -12.30335 -5.88909
C -4.90405 -11.72043 -6.61096
C -4.80570 -11.72183 -7.95351
C -5.89977 -12.26298 -8.66051
Si -6.39398 -12.23763 -10.46488
C -6.45945 -10.42835 -11.03139
C -5.27767 -13.39908 -11.50739
H -9.77457 -11.69664 -10.59404
H -9.66573 -11.42930 -8.85350
H -10.75152 -12.80076 -9.50799
H -8.02453 -15.59161 -10.56062
H -9.29373 -15.48028 -9.37948
H -7.55854 -15.59458 -8.82977
H -7.88715 -13.39310 -6.24072
H -5.84902 -12.31796 -4.78244
H -4.14036 -11.12839 -6.08569
H -3.92928 -11.35545 -8.45620
H -5.60355 -10.10798 -11.66711
H -6.38879 -9.78199 -10.12415
H -7.44210 -10.18268 -11.55042
H -5.80916 -14.18031 -12.07655
H -4.63387 -13.99851 -10.77625
H -4.68500 -12.82839 -12.17942
*
```

Values from the calculation:
HOMO energy	-6.5	eV
gap between HOMO and LUMO	5.6	eV
E_tot	-3313.4076	Eh

These are the Löwdin partial charges, in e, on atoms 1 to 6: 1.41 -0.17 -0.15 -0.27 -0.12 -0.21


Here is C44H49BaI2N7O5PSSeSi as an isolated structure from the Open Molecules 2025 dataset. Energies are from ωB97M-V with the def2-TZVPD basis set.

The geometry in ORCA input format:
```
! wB97M-V def2-TZVPD RIJCOSX def2/J DEFGRID3
* xyz -1 1
Ba 2.05014 0.13687 -0.99892
O 2.86058 0.81124 1.48475
S 3.21625 -0.49806 2.05586
O 4.56612 -0.91882 1.76269
O 2.19269 -1.49328 1.70787
C 3.12903 -0.22594 3.81339
C 4.30601 -0.32609 4.54179
C 4.28353 -0.13857 5.91431
C 3.08169 0.13201 6.55136
C 1.91196 0.23429 5.81438
C 1.91221 0.07283 4.43182
P 0.36476 0.27069 3.42780
C -0.65510 -1.05854 4.17848
C -0.06164 -2.29604 4.43993
C -0.82774 -3.38280 4.83420
C -2.20400 -3.25732 4.96782
C -2.80670 -2.03784 4.69650
C -2.04010 -0.95136 4.29830
C -0.32222 1.80574 4.17817
C -0.15428 2.96957 3.42683
C -0.66670 4.18132 3.86891
C -1.35857 4.24610 5.06875
C -1.53146 3.09615 5.82813
C -1.01863 1.88641 5.38453
H 5.22122 -0.55591 4.01357
H 5.20076 -0.20964 6.48509
H 3.05369 0.26760 7.62548
H 0.98369 0.45098 6.32642
H 1.01067 -2.40628 4.32652
H -0.34656 -4.33183 5.03748
H -2.80202 -4.10513 5.27762
H -3.88058 -1.93043 4.78805
H -2.52841 -0.01075 4.07607
H 0.37472 2.92428 2.48094
H -0.54581 5.06809 3.26021
H -1.77237 5.18818 5.40595
H -2.07525 3.13865 6.76407
H -1.18064 0.99436 5.97725
C 1.05231 -1.31126 -3.45087
Si -0.73032 -1.23715 -3.62862
C -1.47078 -1.54147 -1.90141
N -0.96996 -0.71420 -0.79738
C -1.35110 0.69980 -0.99921
C -1.37642 1.44873 0.32314
C -2.50279 0.91678 1.22188
C -2.77396 -0.56395 0.91651
C -1.46363 -1.22182 0.50300
C -1.65690 -2.60616 -4.61211
C -1.82236 -3.89154 -4.08291
C -2.42351 -4.91428 -4.80534
C -2.87548 -4.68028 -6.09669
C -2.71494 -3.41886 -6.65217
C -2.11498 -2.40358 -5.91768
C -1.37765 0.36068 -4.39914
C -2.74948 0.58878 -4.56566
C -3.22739 1.76884 -5.11366
C -2.33220 2.75566 -5.51662
C -0.97060 2.54978 -5.36521
C -0.50258 1.36158 -4.81248
H 1.65111 -1.01194 -4.31839
H 1.34610 -2.33726 -3.18113
H -1.15275 -2.56370 -1.68145
H -2.57616 -1.55933 -1.93303
H -2.33970 0.76685 -1.48010
H -0.64611 1.16334 -1.69499
H -1.50020 2.51617 0.13841
H -0.40242 1.33521 0.81707
H -3.40890 1.50724 1.06380
H -2.22555 1.04771 2.27153
H -3.49584 -0.65565 0.10000
H -3.20348 -1.08059 1.77700
H -1.56735 -2.30528 0.42421
H -0.71385 -1.02468 1.27396
H -1.46860 -4.10761 -3.07967
H -2.53984 -5.89636 -4.36044
H -3.34628 -5.47397 -6.66470
H -3.06022 -3.22408 -7.66125
H -2.00222 -1.42510 -6.37193
H -3.45850 -0.17407 -4.25616
H -4.29447 1.92319 -5.22607
H -2.69980 3.68244 -5.94190
H -0.26560 3.32082 -5.65144
H 0.56247 1.22090 -4.67970
I 6.20903 3.27196 -2.43357
C 4.66351 3.16863 -3.88127
I 4.33343 1.21522 -4.64617
H 4.93288 3.81119 -4.70859
H 3.74106 3.47693 -3.39628
N 0.64606 -3.39421 -0.21956
N 1.79047 -4.18760 -0.46322
C 2.99586 -3.80484 -0.88389
N 3.88290 -4.79718 -1.09001
N 3.20263 -2.50551 -1.11382
N 4.45743 -2.07616 -1.38685
O 5.44912 -2.79997 -1.34570
O 4.54343 -0.89029 -1.69490
H 0.91392 -2.41566 -0.15729
H 0.37685 -3.60111 0.74094
H 1.56774 -5.16395 -0.53658
H 3.66279 -5.73150 -0.79977
H 4.83859 -4.51158 -1.23763
Se 1.37237 2.98208 -2.35554
C 0.29869 4.16414 -1.33584
C 0.72995 4.74146 -0.13925
C -0.11075 5.60632 0.53975
N -1.34199 5.93265 0.14162
C -1.75118 5.37130 -0.99832
C -0.98774 4.50326 -1.76159
H 1.71645 4.51770 0.24636
H 0.22823 6.07324 1.46109
H -2.75536 5.63190 -1.32027
H -1.38444 4.08049 -2.67722
*
```

Values from the calculation:
HOMO energy	-4.2	eV
relative energy (zero: lowest compared OMol25 entry of this formula, charge and spin)	16.12	kJ/mol
gap between HOMO and LUMO	5.8	eV
E_tot	-6516.9907	Eh

These are the Löwdin partial charges, in e, on atoms 1 to 6: 1.57 -0.53 0.36 -0.32 -0.42 -0.26